The following is a DFT calculation (ωB97M-V with the def2-TZVPD basis set) of the ion C3H8BrN2O with charge +1.

Computed properties:
charge: +1
structure (SMILES): C[C@H](O)C(=[NH2+])NBr
total energy: -78302.00044 eV

Last column: Mulliken charge in e.
Geometry (Å):
C  -0.721  0.350  0.161  0.449
C  1.842  0.185  -0.513  -1.084
C  0.581  -0.383  0.220  0.371
N  -1.927  -0.564  -0.011  -0.350
N  -0.924  1.621  0.217  -0.309
O  0.269  -1.706  -0.251  -0.626
Br  -3.627  0.136  -0.242  0.076
H  2.482  -0.682  -0.448  0.294
H  1.549  0.692  -1.433  0.368
H  2.447  0.707  0.323  0.373
H  0.766  -0.622  1.333  0.334
H  -1.587  -1.525  0.122  0.290
H  -0.160  2.287  0.333  0.299
H  -1.955  1.857  0.015  0.128
H  0.966  -2.353  0.176  0.388